A molecular structure, C15H11N4OReS2SbSe4. Source: the Open Molecules 2025 dataset; level of theory: ωB97M-V/def2-TZVPD.

```
39
Properties=species:S:1:pos:R:3:forces:R:3
Re 9.610 -10.684 6.793 0.75 -1.03 -0.48
O 10.003 -12.552 6.400 1.32 -0.43 0.76
N 11.363 -13.015 6.343 -1.45 0.03 -0.51
C 11.498 -14.306 5.888 0.61 1.80 -0.23
C 12.765 -14.735 5.594 -0.39 -1.16 -0.67
C 13.836 -13.897 5.884 1.19 1.49 0.55
C 13.647 -12.602 6.389 -0.83 -0.97 -0.38
C 12.354 -12.124 6.545 -1.09 -0.33 0.37
S 11.892 -10.469 6.959 0.39 -0.26 -0.21
H 10.594 -14.798 5.589 -0.33 -0.16 0.27
H 12.840 -15.704 5.037 0.28 0.97 0.90
H 14.892 -14.129 5.723 -0.50 -0.53 -0.18
H 14.414 -11.904 6.626 0.83 0.09 -0.06
N 7.459 -8.326 9.426 -0.10 -0.23 1.78
C 7.137 -7.595 8.311 -0.79 1.39 0.14
C 6.121 -6.656 8.080 0.13 0.88 -0.19
C 6.101 -6.007 6.871 0.81 -2.16 -1.09
C 7.054 -6.440 5.868 -1.97 2.94 -0.09
C 8.008 -7.352 6.089 0.45 0.31 0.19
C 8.066 -7.908 7.340 -0.51 -1.36 0.42
N 8.851 -8.949 7.814 0.13 -0.06 1.12
C 8.508 -9.096 9.104 -0.72 0.35 -1.23
C 9.051 -10.199 9.819 0.04 0.66 0.96
C 9.339 -10.364 11.127 0.05 0.56 1.10
S 10.096 -11.899 11.349 -0.35 0.66 -0.28
C 9.995 -12.150 9.673 0.15 0.13 1.13
N 9.439 -11.194 9.000 0.29 -0.60 -1.22
H 7.008 -8.300 10.373 0.60 0.04 -1.54
H 5.398 -6.303 8.780 -0.25 -0.37 0.84
H 5.270 -5.369 6.597 0.36 0.28 0.14
H 7.035 -5.838 4.957 0.10 -0.55 0.00
H 8.788 -7.505 5.408 0.72 -0.29 -1.01
H 9.222 -9.590 11.919 0.04 -1.06 -0.63
H 10.436 -12.998 9.256 0.41 -1.27 -0.79
Se 7.330 -13.229 4.925 0.80 -0.43 0.25
Sb 5.181 -13.681 3.601 -0.30 -0.51 -0.31
Se 9.316 -10.022 4.535 0.20 0.02 0.03
Se 7.419 -11.000 5.474 -0.87 0.57 0.15
Se 4.049 -11.711 3.419 -0.20 0.57 0.00
```
Forces are in eV/Å.

Results
Total charge: +2
E_tot (a.u.): -11592.6139
Highest occupied orbital energy (alpha / beta) (eV): -13.42 / -13.43
Multiplicity: 2
Expectation value of S²: 0.7774

***

2 unconnected molecules or ions with the total composition C2H5OP. Source: the Open Molecules 2025 dataset; level of theory: ωB97M-V/def2-TZVPD.

```
9
Properties=species:S:1:pos:R:3:forces:R:3
C -0.924 0.333 0.834 0.42 -1.39 0.44
C -0.566 -0.668 1.862 -0.67 3.10 4.10
O 1.055 -0.363 -1.658 0.00 0.31 -0.02
P -0.423 -1.413 0.392 -0.09 -1.84 -4.47
H -1.963 0.628 0.694 -0.08 -0.12 0.03
H -0.227 1.134 0.597 0.15 -0.05 0.01
H -0.454 -0.709 2.921 -0.03 0.07 0.32
H 1.423 0.407 -2.098 0.14 -0.05 -0.23
H 1.365 -1.144 -2.119 0.16 -0.03 -0.17
```
Forces are in eV/Å.

Results
E_tot (a.u.): -495.6060
ΔE to the lowest compared entry with this formula, charge and spin (kcal per mole): 32.6
Highest occupied orbital energy (alpha / beta) (eV): -5.91 / -9.43
Multiplicity: 3
Expectation value of S²: 2.0068

***

2 unconnected molecules or ions with the total composition C31H35. Source: the Open Molecules 2025 dataset; level of theory: ωB97M-V/def2-TZVPD.

```
66
Properties=species:S:1:pos:R:3:forces:R:3
C -3.420 -0.749 1.488 -0.17 0.00 0.19
C -2.977 -1.841 2.473 0.08 0.00 -0.08
C -1.470 -1.979 2.710 0.16 0.07 0.25
C -0.662 -2.349 1.467 -0.03 -0.41 0.01
C 0.862 -2.230 1.650 -0.14 0.04 -0.40
C 1.470 -0.873 1.223 0.02 -0.03 0.01
C 1.233 0.313 2.150 0.28 0.13 0.54
C 1.765 0.323 3.392 -0.68 -0.04 -0.63
C 0.478 1.518 1.609 -0.02 -0.01 -0.16
C -0.995 1.280 1.183 0.11 0.06 -0.16
C -1.980 1.254 2.352 0.08 0.26 0.26
C -3.366 0.689 2.022 0.05 -0.01 -0.04
H -2.858 -0.825 0.550 -0.09 -0.02 0.09
H -4.467 -0.957 1.225 0.21 0.07 -0.01
H -3.454 -1.669 3.446 -0.08 -0.01 -0.14
H -3.356 -2.803 2.101 0.06 0.10 0.11
H -1.060 -1.070 3.171 -0.10 -0.26 -0.19
H -1.316 -2.775 3.456 -0.01 0.19 -0.14
H -0.892 -3.401 1.230 0.01 0.29 -0.01
H -0.988 -1.775 0.588 0.19 -0.08 0.22
H 1.142 -2.456 2.690 -0.07 0.04 -0.18
H 1.320 -3.007 1.020 0.07 0.23 0.20
H 2.562 -1.033 1.134 -0.31 0.23 0.02
H 1.106 -0.608 0.218 0.10 -0.18 0.22
H 1.607 1.176 4.055 -0.01 -0.26 -0.06
H 2.242 -0.572 3.791 0.06 0.28 -0.02
H 0.506 2.312 2.369 -0.01 -0.08 -0.19
H 1.003 1.901 0.715 0.03 -0.17 0.31
H -1.293 2.110 0.521 0.15 -0.27 0.12
H -1.072 0.374 0.563 0.11 0.18 0.26
H -1.547 0.735 3.218 -0.10 0.11 -0.25
H -2.116 2.298 2.678 0.03 -0.24 0.02
H -3.846 1.342 1.281 0.07 -0.05 0.11
H -3.975 0.754 2.934 0.00 -0.03 -0.15
C 4.447 1.584 3.979 1.49 0.18 0.57
C 4.569 1.265 5.387 -0.43 -0.21 0.27
C 3.837 1.981 6.364 0.18 0.10 0.29
C 4.141 1.855 7.718 -0.09 -0.02 -0.21
C 5.148 0.972 8.138 -0.07 -0.04 -0.46
C 5.825 0.190 7.192 -0.16 0.10 -0.07
C 5.539 0.327 5.835 -0.07 0.10 0.06
C 4.953 0.750 2.907 0.04 0.30 -1.24
C 5.223 1.587 1.772 0.46 -1.54 0.11
C 5.857 1.078 0.646 -0.47 0.59 0.49
C 6.169 -0.285 0.612 -0.16 -0.47 0.42
C 5.829 -1.126 1.684 0.16 0.03 -0.18
C 5.224 -0.616 2.837 -0.10 0.11 0.02
C 4.867 2.952 2.121 -0.32 1.20 0.86
C 4.382 2.954 3.477 -0.03 0.33 -1.17
C 4.122 4.177 4.099 -0.06 -0.14 -0.10
C 4.283 5.362 3.370 0.12 0.10 -0.21
C 4.773 5.347 2.055 -0.37 0.05 0.62
C 5.080 4.135 1.428 -0.11 -0.84 0.12
H 3.026 2.639 6.046 0.25 -0.28 0.19
H 3.599 2.455 8.453 0.15 -0.29 -0.27
H 5.398 0.889 9.196 -0.09 0.02 -0.31
H 6.590 -0.520 7.513 -0.24 0.28 -0.12
H 6.113 -0.241 5.106 -0.07 0.25 0.27
H 6.102 1.751 -0.176 0.02 -0.32 0.11
H 6.680 -0.704 -0.256 -0.18 0.10 0.23
H 6.056 -2.193 1.631 -0.07 0.38 -0.03
H 4.961 -1.264 3.672 0.05 0.01 -0.33
H 3.807 4.206 5.139 0.09 0.22 -0.30
H 4.038 6.315 3.845 0.15 -0.34 -0.17
H 4.920 6.287 1.524 -0.04 -0.25 0.16
H 5.482 4.094 0.416 -0.06 0.18 0.24
```
Forces are in eV/Å.

Results
Total charge: +1
E_tot (a.u.): -1201.9957
ΔE to the lowest compared entry with this formula, charge and spin (kcal per mole): 0.0
Highest occupied orbital energy (eV): -11.45

***

A molecular structure, C25H65O13V. Source: the Open Molecules 2025 dataset; level of theory: ωB97M-V/def2-TZVPD.

```
104
Properties=species:S:1:pos:R:3:forces:R:3
O 54.778 4.145 -20.270 0.32 -0.50 3.00
V 55.006 3.868 -18.721 2.54 -1.37 -2.54
O 56.352 2.963 -18.649 -3.43 2.28 0.02
O 50.688 7.825 -17.106 -1.05 2.08 -1.43
C 51.190 6.726 -16.634 3.09 -3.28 0.94
O 50.727 6.363 -15.542 -0.96 -0.47 1.19
O 52.119 6.165 -17.222 1.75 -0.99 -1.77
H 50.130 7.746 -16.329 -2.16 2.16 0.71
C 62.020 3.520 -17.231 0.42 1.13 0.05
C 63.399 3.512 -17.899 -0.15 -1.03 -1.92
C 63.417 2.574 -19.177 -0.06 0.31 0.87
O 63.675 4.818 -18.399 -0.45 0.50 0.41
H 61.984 4.418 -16.615 0.11 -0.05 0.38
H 61.785 2.666 -16.594 0.20 -0.11 -0.29
H 61.224 3.718 -17.949 0.05 -0.46 -0.27
H 64.199 3.260 -17.202 -0.14 -0.36 0.20
H 64.335 2.655 -19.759 0.27 0.13 0.27
H 62.630 2.909 -19.852 -0.18 -0.03 0.14
H 63.280 1.515 -18.958 -0.13 -0.01 0.17
H 64.558 4.817 -18.777 0.04 -0.04 -0.03
C 47.294 4.178 -20.226 -0.82 -1.11 0.60
C 47.677 4.519 -21.629 1.83 0.32 -0.35
C 48.940 3.836 -22.168 -0.33 -0.44 0.54
O 46.642 4.197 -22.505 -0.98 0.03 -0.61
H 46.453 4.811 -19.943 0.29 0.35 0.43
H 48.072 4.112 -19.465 0.12 0.66 -0.15
H 46.836 3.189 -20.212 0.09 -0.33 -0.24
H 47.830 5.598 -21.670 0.28 0.27 -0.07
H 49.790 4.044 -21.518 0.11 0.19 -0.19
H 49.144 4.069 -23.213 0.01 0.43 0.16
H 48.804 2.755 -22.154 -0.15 -0.17 0.14
H 46.004 4.905 -22.393 -0.41 -0.17 -0.26
C 54.790 1.084 -12.735 -0.11 0.06 -0.17
C 55.513 2.323 -13.281 -1.28 -0.24 2.64
C 56.979 2.113 -13.446 0.83 0.23 -0.90
O 54.884 2.851 -14.400 -0.07 0.13 -1.97
H 55.213 0.817 -11.766 0.22 -0.26 -0.13
H 54.784 0.243 -13.428 0.20 -0.11 0.05
H 53.753 1.339 -12.515 -0.14 0.04 -0.18
H 55.240 3.046 -12.512 1.01 0.33 0.59
H 57.126 1.492 -14.329 0.10 -0.28 -0.03
H 57.495 1.646 -12.607 -0.46 -0.12 0.11
H 57.539 3.025 -13.654 -0.24 0.26 0.01
H 54.089 3.293 -14.093 -0.11 0.04 -0.19
C 53.030 2.818 -25.810 -0.19 -0.63 -0.66
C 52.856 3.167 -27.339 0.36 0.12 1.10
C 51.596 3.935 -27.610 -0.67 0.46 0.08
O 53.946 3.963 -27.791 0.14 0.41 0.14
H 52.298 2.085 -25.470 -0.16 -0.23 -0.32
H 52.929 3.611 -25.070 0.05 0.62 -0.61
H 54.003 2.360 -25.633 0.15 -0.04 -0.12
H 52.890 2.284 -27.977 -0.31 -0.53 0.40
H 50.693 3.328 -27.547 0.13 -0.27 0.05
H 51.594 4.399 -28.596 0.20 -0.10 -0.04
H 51.464 4.730 -26.876 0.14 0.13 0.01
H 54.744 3.451 -27.639 0.16 0.07 -0.02
C 51.541 8.670 -21.718 0.43 0.06 -0.83
C 50.953 10.083 -21.516 -1.54 -1.31 -0.31
C 49.408 10.128 -21.558 -0.02 0.30 -0.16
O 51.344 10.528 -20.258 0.53 0.58 0.65
H 51.449 8.329 -22.749 -0.04 0.07 -0.15
H 51.150 7.854 -21.110 -0.70 0.40 0.33
H 52.601 8.646 -21.465 0.16 0.40 -0.17
H 51.242 10.804 -22.281 0.73 -0.13 0.12
H 48.925 9.391 -20.916 0.16 -0.23 -0.01
H 48.983 10.073 -22.560 0.13 -0.33 -0.13
H 49.106 11.105 -21.180 0.06 0.08 0.08
H 51.042 9.822 -19.681 0.12 0.05 0.68
C 57.904 7.345 -19.891 -0.41 0.56 -0.98
C 57.523 7.825 -18.542 0.55 1.87 0.96
C 56.668 9.101 -18.345 1.46 0.88 -1.00
O 56.845 6.871 -17.839 -1.37 -3.21 1.08
H 58.757 7.931 -20.234 -0.14 0.14 -0.18
H 57.057 7.536 -20.551 0.13 -0.50 -0.48
H 58.255 6.313 -19.892 -0.36 -0.08 0.09
H 58.485 7.952 -18.045 0.21 0.52 0.36
H 56.920 9.531 -17.375 -0.22 -0.15 0.22
H 55.586 9.015 -18.439 0.13 -0.53 -0.10
H 57.001 9.867 -19.046 -0.10 0.17 -0.16
H 56.617 7.245 -16.984 -0.18 -0.12 0.11
C 60.175 -2.321 -17.754 0.14 0.47 -1.43
C 59.330 -2.420 -19.092 1.12 0.02 0.11
C 59.683 -1.337 -20.163 -0.77 -0.61 1.44
O 59.466 -3.707 -19.694 -0.28 -0.13 0.35
H 60.172 -3.244 -17.174 -0.58 0.15 0.02
H 59.868 -1.434 -17.200 -0.34 -0.25 0.32
H 61.231 -2.128 -17.944 0.18 -0.08 -0.44
H 58.292 -2.326 -18.774 -0.16 -0.10 -0.30
H 59.119 -1.481 -21.085 0.00 -0.25 0.07
H 60.752 -1.390 -20.367 0.01 0.38 0.02
H 59.341 -0.393 -19.738 0.57 0.36 -0.19
H 60.186 -3.685 -20.329 0.10 0.06 0.02
C 53.803 -0.431 -20.249 0.44 -0.62 0.01
C 53.136 -0.407 -18.911 -1.04 -0.16 0.54
C 53.838 -1.097 -17.781 0.74 -1.06 -0.47
O 52.932 0.927 -18.525 0.08 2.13 0.17
H 54.120 -1.464 -20.387 -0.13 -0.04 -0.56
H 54.725 0.150 -20.266 0.01 0.23 0.21
H 53.161 -0.081 -21.058 -0.01 -0.15 0.10
H 52.118 -0.795 -18.927 -0.03 -0.66 -0.75
H 54.118 -2.113 -18.056 0.08 -0.13 -0.18
H 53.177 -1.245 -16.927 0.24 0.57 0.23
H 54.769 -0.561 -17.595 -0.09 0.03 0.57
H 52.250 0.913 -17.849 -0.01 0.34 0.15
```
Forces are in eV/Å.

Results
E_tot (a.u.): -2913.3663
ΔE to the lowest compared entry with this formula, charge and spin (kcal per mole): 0.0
Highest occupied orbital energy (eV): -7.42

***

2 unconnected molecules or ions with the total composition C10H13NO5. Source: the Open Molecules 2025 dataset; level of theory: ωB97M-V/def2-TZVPD.

```
29
Properties=species:S:1:pos:R:3:forces:R:3
O 3.780 -0.079 1.306 -3.46 0.41 -3.34
C 2.832 -0.052 0.482 3.34 -0.33 3.37
O 2.474 1.176 -0.139 -0.73 -2.29 0.76
O 2.137 -1.293 0.269 -0.16 3.10 0.44
C 1.376 -1.462 1.527 -0.98 -0.45 1.10
C -0.171 -1.909 1.248 0.06 1.53 0.43
C -1.020 -0.528 1.272 -0.97 0.89 -0.72
C -1.202 0.167 2.646 -1.52 1.79 -3.73
C -1.967 1.511 2.682 1.09 -2.53 -3.40
C -2.505 2.065 1.326 1.21 -2.19 0.03
C -2.333 1.356 -0.042 1.79 -2.06 3.12
C -1.547 0.001 -0.084 -0.78 2.50 3.81
H 2.051 1.776 0.528 0.64 -0.86 -0.57
H 1.902 -2.187 2.249 -0.55 0.91 -1.44
H 1.373 -0.443 2.053 -0.27 -1.63 -0.59
H -0.298 -2.467 0.262 0.34 0.91 1.27
H -0.561 -2.595 2.081 0.78 1.03 -1.11
H -0.732 -0.338 3.550 -0.85 0.90 -1.24
H -2.076 2.048 3.681 -0.02 -0.67 -1.76
H -3.057 3.060 1.371 0.82 -1.57 -0.18
H -2.739 1.749 -1.032 0.55 -0.33 1.78
H -1.364 -0.550 -1.077 -0.37 0.93 1.87
C 1.028 -0.011 -3.354 0.43 -0.02 0.14
N -0.125 -0.316 -4.232 -0.11 -0.20 -0.35
O 0.080 -1.023 -5.204 -0.30 0.35 0.40
O -1.199 0.165 -3.911 0.31 -0.24 -0.17
H 1.915 -0.500 -3.753 -0.20 0.03 -0.01
H 1.156 1.070 -3.344 -0.11 -0.11 0.14
H 0.792 -0.391 -2.360 0.02 0.19 -0.04
```
Forces are in eV/Å.

Results
E_tot (a.u.): -819.5260
ΔE to the lowest compared entry with this formula, charge and spin (kcal per mole): 218.7
Highest occupied orbital energy (eV): -9.01
Structure (SMILES): O=C(O)OCCc1ccccc1.C[N+](=O)[O-]